[1]
ORCA calculation (the ωB97M-V functional and the def2-TZVPD basis) on C36H35BF4N2O3S9V as an isolated structure at a distorted geometry.

LUMO level (alpha / beta)	3.630 / 3.630	eV
net charge	-2
spin multiplicity	2
gap between HOMO and LUMO (alpha / beta)	5.7858 / 5.2575	eV

```
91
C36H35BF4N2O3S9V, DFT the ωB97M-V functional and the def2-TZVPD basis
V 0.91 1.05 -0.33
S -3.64 -2.56 -1.77
S 4.80 -0.55 2.02
S -0.33 -1.70 -1.24
S 1.13 2.83 1.28
S 0.04 0.21 2.29
S -0.96 5.02 1.10
S -2.66 -3.59 -4.37
S 0.08 -2.78 -4.01
S -0.70 -4.18 -6.53
F 5.23 0.65 -0.92
F 4.70 2.00 -2.69
F 4.05 -0.19 -2.69
F 3.04 1.30 -1.26
O 0.85 -0.40 1.19
O -1.01 1.09 0.12
O 3.73 0.35 1.55
N 0.59 2.62 -1.54
N -0.21 3.53 -0.92
C -0.84 -1.19 3.01
C 4.59 -2.19 1.26
C -4.08 1.02 -1.79
C 2.80 -1.76 3.70
C -1.35 1.34 -2.19
C 0.94 1.06 -3.37
C -3.37 5.71 -3.68
C -4.24 4.89 -2.99
C -3.05 -3.38 -0.25
C -1.69 -0.98 4.09
C 4.19 -1.10 3.69
C 5.22 -4.50 1.19
C -1.07 -3.54 -5.05
C -2.85 5.04 -1.03
C -2.32 -2.06 4.69
C -3.23 0.99 -0.70
C 4.45 -4.67 0.04
C 1.20 0.36 3.76
C -3.58 1.20 -3.08
C -2.24 6.20 -3.05
C -0.68 -2.46 2.48
C -2.28 -2.79 -2.85
C 1.76 -0.90 4.45
C 3.77 -3.59 -0.50
C 0.09 1.63 -2.26
C -2.22 1.36 -3.27
C 5.29 -3.26 1.79
C -0.01 3.73 0.32
C -1.00 -2.39 -2.63
C 3.84 -2.35 0.11
C -1.98 5.87 -1.73
C -2.12 -3.34 4.19
C -1.84 1.13 -0.88
C -1.31 -3.54 3.07
C -3.98 4.55 -1.67
C -2.61 4.66 0.42
B 4.28 0.94 -1.90
H -2.60 -4.18 4.67
H 0.61 0.95 4.47
H -1.83 1.52 -4.27
H -4.25 1.22 -3.93
H 4.18 -0.17 4.27
H -3.30 5.20 1.07
H -3.61 0.85 0.30
H 0.91 -1.54 4.70
H -2.28 -2.76 0.20
H -3.91 -3.47 0.41
H -2.96 -1.90 5.54
H 3.31 -1.51 -0.31
H 3.18 -3.71 -1.39
H 2.87 -2.73 4.19
H 1.17 0.01 -3.20
H 4.39 -5.64 -0.43
H -3.57 5.96 -4.72
H -0.05 -2.58 1.60
H -1.09 6.24 -1.24
H 5.76 -5.34 1.61
H 2.46 -1.93 2.69
H -2.65 -4.36 -0.51
H -5.14 0.90 -1.64
H -4.66 3.90 -1.13
H 2.23 -0.58 5.39
H 4.97 -1.75 4.09
H -1.83 0.03 4.47
H 1.89 1.60 -3.43
H -5.12 4.49 -3.47
H 0.41 1.14 -4.32
H -1.55 6.84 -3.59
H -2.78 3.59 0.55
H 5.90 -3.12 2.68
H -1.18 -4.53 2.68
H 2.00 0.98 3.34
```

***

[2]
ORCA calculation (the ωB97M-V functional and the def2-TZVPD basis) on C36H35CaClI2N11O3P as an isolated structure.

LUMO level	0.237	eV
net charge	0
spin multiplicity	1
gap between HOMO and LUMO	6.9604	eV

```
90
C36H35CaClI2N11O3P, DFT the ωB97M-V functional and the def2-TZVPD basis
I -6.17 4.42 3.60
I -0.45 2.66 4.28
Ca -0.37 -0.12 -0.02
Cl 2.10 -7.09 -2.85
P 3.27 1.45 0.04
O -1.24 -1.87 -1.68
O 1.24 -1.88 -0.29
O -1.27 1.15 1.66
N 1.54 0.53 -1.99
N -3.21 2.72 -3.71
N -1.42 0.90 -2.62
N -3.00 -0.21 -0.01
N -1.78 4.46 -3.17
N 1.54 0.02 1.71
N 0.62 2.37 0.02
N 3.63 0.00 2.43
N -1.39 -2.19 1.28
N 2.10 3.95 0.48
N 3.50 -0.49 -1.94
C -2.72 -2.32 1.25
C -3.61 1.12 0.00
C 2.70 0.45 -1.37
C 1.59 -0.39 -3.00
C -3.44 1.41 -3.72
C 2.77 0.41 1.45
C 1.91 2.64 0.14
C 2.76 -5.01 -1.21
C -2.07 3.11 -3.17
C 5.05 0.25 2.51
C -1.21 -4.52 1.81
C 1.81 -5.54 -2.10
C -3.33 3.36 3.67
C -3.52 -1.06 1.06
C 1.59 -0.66 2.89
C -0.04 3.53 0.30
C -3.51 1.85 1.32
C -4.59 2.58 1.78
C 2.56 -3.80 -0.61
C -2.58 -4.65 1.75
C 2.78 -1.05 -2.97
C 3.35 4.61 0.78
C 2.88 -0.69 3.35
C -1.15 2.18 -2.64
C -2.28 1.83 2.04
C 0.66 -4.84 -2.35
C -3.35 -3.53 1.47
C -2.57 0.49 -3.18
C 0.42 -3.59 -1.75
C 1.39 -3.01 -0.86
C -0.66 -3.27 1.56
C -2.25 2.62 3.22
C -4.51 3.33 2.94
C 4.78 -0.96 -1.45
C -0.83 -2.96 -2.07
C 0.86 4.52 0.59
H -3.44 -0.49 1.99
H -2.77 -0.57 -3.17
H -3.17 -0.66 -0.90
H -3.05 -5.61 1.92
H 3.20 5.69 0.73
H 5.31 -1.45 -2.26
H -4.43 -3.59 1.42
H -3.25 3.94 4.57
H 0.75 -0.55 -3.66
H 3.66 -5.59 -0.99
H -1.12 3.58 0.32
H -0.56 -5.35 2.04
H 4.11 4.32 0.06
H 3.70 4.35 1.79
H 3.28 -3.40 0.10
H -0.08 -5.26 -3.02
H 0.73 5.54 0.88
H 5.37 -0.10 -1.12
H 5.26 1.31 2.55
H -3.11 1.71 -0.78
H -1.12 4.77 -2.47
H 5.43 -0.22 3.42
H -2.56 5.06 -3.33
H -4.58 -1.31 0.93
H -1.47 -3.55 -2.76
H -4.37 1.08 -4.18
H -0.20 2.49 -2.23
H -4.68 1.08 -0.28
H 0.41 -3.12 1.58
H 3.18 -1.85 -3.57
H 3.32 -1.11 4.23
H 0.70 -1.06 3.34
H -5.51 2.56 1.21
H 4.64 -1.66 -0.63
H 5.57 -0.18 1.65
```